The following is a quantum chemistry calculation of a 9-piece molecular cluster, C12H42N8O9 overall, from the Open Molecules 2025 dataset.

The HOMO energy comes out at -8.61 eV. The calculation puts the energy at -43470.1866 eV. The orbital gap is 0.322 hartree. Its SMILES is NC(N)=O.NC(N)=O.NC(N)=O.NC(N)=O.CCO.CCO.CCO.CO.CO. The energy relative to the best compared isomer or geometry (same formula, charge and spin) comes out at 585.66 kJ/mol.

XYZ file:
```
71
Properties=species:S:1:pos:R:3:forces:R:3:lowdin_charge:R:1
O -4.411 -1.052 4.348 3.07 -2.18 -5.60 -0.1535
O -0.227 -2.756 1.119 -7.09 -1.24 -2.16 -0.0864
O 0.932 4.034 -1.084 0.55 1.48 -0.09 -0.0980
O -0.304 -1.592 4.581 -1.16 -0.83 0.56 -0.0841
O 0.253 1.591 -2.227 -0.67 1.50 -7.30 -0.1236
O 2.575 -1.532 -1.475 2.24 -1.05 0.29 -0.1376
O -1.129 0.452 -0.463 -2.52 -1.13 1.40 -0.1660
O -0.309 -1.644 -3.283 0.52 0.01 -1.41 -0.0592
O 2.837 1.313 1.634 5.93 -1.76 -2.20 -0.1046
N -3.538 -2.810 3.038 0.14 -4.27 1.50 0.1344
N -2.167 -4.072 0.958 0.61 -4.13 1.89 0.1221
N -0.564 0.913 -4.388 -1.72 -3.95 -0.47 0.1603
N 0.366 2.832 -4.330 1.14 3.53 -0.61 0.1691
N 4.912 0.440 2.081 4.15 -4.64 5.27 0.1348
N 4.714 1.304 0.129 2.31 -0.31 -4.52 0.1547
N -2.217 -2.055 -0.011 1.00 2.41 -0.80 0.1175
N -3.515 -0.820 2.105 -0.27 2.59 -1.33 0.1317
C -0.296 -0.697 3.494 0.79 1.51 0.68 -0.3585
C -0.494 0.695 4.050 0.16 -0.03 0.20 -0.0842
C -3.812 -1.538 3.200 -3.40 3.41 4.69 -0.6228
C 3.072 4.300 -0.017 0.03 -1.89 -0.87 -0.0584
C -0.891 1.345 0.604 -1.72 -0.38 0.01 -0.0937
C 0.008 1.800 -3.618 0.65 -2.06 5.11 -0.4873
C 1.839 -0.722 -0.570 1.31 -0.64 0.63 -0.1635
C -2.274 -2.048 -4.462 1.44 -1.89 0.13 -0.0595
C 4.114 0.970 1.244 -7.77 3.30 1.19 -0.6707
C -1.649 -1.853 -3.041 -2.40 -0.54 -1.55 -0.3221
C -1.537 -2.975 0.679 8.13 3.68 0.63 -0.5847
C 1.807 3.464 -0.103 0.76 0.35 -3.30 -0.3020
H -3.281 -2.411 -4.606 -0.39 -0.29 0.81 0.0661
H -1.838 -2.739 -2.419 0.12 0.33 -0.13 0.1085
H -0.731 1.097 -5.398 0.47 -0.29 1.49 0.1380
H 1.995 0.316 -0.779 0.00 0.63 -0.01 0.0460
H 4.474 0.009 2.912 0.30 0.73 -0.77 0.1370
H 0.035 1.043 0.973 1.85 0.31 1.17 0.0571
H -3.854 0.161 1.944 0.51 -1.73 0.86 0.1385
H -1.830 -1.070 -0.218 0.31 -1.43 0.29 0.1060
H -1.102 -1.426 5.138 0.79 -0.12 -0.79 0.1006
H -0.228 1.470 3.346 0.40 0.23 -0.19 0.0526
H 2.927 5.292 0.283 -0.67 1.51 0.21 0.0596
H -1.599 -2.786 -4.984 -0.69 0.72 0.36 0.0995
H -1.558 -4.677 1.569 -1.24 0.43 -1.21 0.1752
H 5.906 0.036 1.935 -2.57 1.33 -0.23 0.1629
H -0.566 -0.103 -4.047 0.05 1.76 -0.55 0.0965
H 2.144 -0.979 0.439 -0.16 0.36 0.29 0.0849
H -3.106 -3.271 2.182 -0.97 1.18 2.05 0.0610
H 3.784 3.902 0.655 0.48 -0.73 1.20 0.0459
H -3.033 -1.265 1.295 -0.81 0.62 1.31 0.0411
H 0.697 -0.714 3.085 0.52 -0.46 -0.35 0.1004
H -2.267 -1.156 -5.026 0.35 1.24 -0.53 0.0337
H 3.621 4.267 -0.937 0.07 0.32 -0.95 0.0655
H -1.655 1.144 1.370 0.25 0.32 -0.18 0.0766
H 1.834 2.403 -0.333 1.12 -0.09 -0.10 0.0715
H 5.618 0.767 -0.156 -2.47 1.53 0.77 0.1618
H -3.014 -2.263 -0.561 -0.74 -0.61 -0.20 0.1060
H -3.775 -3.426 3.875 0.62 1.33 -1.78 0.1518
H 0.073 3.120 -5.288 0.27 -1.01 1.50 0.1511
H 1.324 3.487 0.765 -1.87 0.22 4.01 0.0576
H 0.950 3.475 -3.858 0.37 1.04 0.49 0.1006
H -0.946 2.377 0.257 0.14 0.05 0.21 0.0952
H -2.105 -0.953 -2.639 -0.16 0.06 0.67 0.1009
H 3.429 -1.830 -1.018 -2.08 0.70 -1.11 0.1108
H 0.822 -0.981 -0.639 -1.33 -0.22 -0.11 0.0323
H 0.189 -1.690 -2.493 1.10 0.03 1.43 0.0631
H -2.989 -4.420 0.488 0.21 -0.01 0.01 0.1354
H 0.337 3.352 -1.366 -0.37 -0.86 -0.36 0.0050
H -0.987 -0.850 2.690 -0.54 -0.77 -0.23 0.0576
H -0.546 0.726 -1.134 1.32 0.53 -2.35 -0.0350
H 4.189 1.678 -0.665 0.14 -0.24 0.71 0.1141
H -1.555 0.835 4.224 -0.24 0.13 0.71 0.0694
H 0.148 0.747 4.955 -0.67 0.40 -0.42 0.0933
```
Positions in Å, forces in eV/Å.


The following is a quantum chemistry calculation of a 9-piece molecular cluster, C12H42N8O9 overall, from the Open Molecules 2025 dataset.

The HOMO energy comes out at -8.23 eV. The calculation puts the energy at -43470.8276 eV. The orbital gap is 0.290 hartree. Its SMILES is NC(N)=O.NC(N)=O.NC(N)=O.NC(N)=O.CCO.CCO.CCO.CO.CO. The energy relative to the best compared isomer or geometry (same formula, charge and spin) comes out at 523.82 kJ/mol.

XYZ file:
```
71
Properties=species:S:1:pos:R:3:forces:R:3:lowdin_charge:R:1
O -3.082 2.549 -0.496 0.18 -0.86 -0.25 -0.0869
O -3.536 -1.683 -2.554 -2.27 0.87 -1.11 -0.0492
O 2.259 2.672 1.725 -1.50 0.69 3.68 -0.0972
O 3.825 0.517 2.326 0.04 -1.21 1.12 -0.1598
O 1.149 1.690 -0.508 -0.20 -0.14 -1.38 -0.1207
O 5.105 -2.664 1.736 -6.68 -1.41 -1.19 -0.1674
O -2.583 -4.106 -0.237 1.02 5.96 2.14 -0.1161
O 0.798 -2.679 -1.841 0.19 -0.21 -1.55 -0.1090
O 0.235 -0.081 2.164 -5.70 2.30 -2.14 -0.1093
N 1.114 2.172 3.656 -2.66 -2.99 4.03 0.2059
N -2.934 -2.182 1.137 -4.53 1.23 5.33 0.1450
N -1.170 0.668 0.400 1.64 1.50 -3.00 0.1638
N 1.998 4.153 3.371 0.08 4.40 2.91 0.1817
N -1.456 -2.070 -0.353 3.09 4.06 -1.89 0.1701
N 2.824 -1.987 1.895 -0.80 0.06 0.50 0.1538
N -2.077 0.115 2.261 -4.87 0.70 5.60 0.1435
N 3.289 -3.888 0.827 -2.46 -3.71 -3.07 0.1347
C 1.743 0.477 -0.851 1.29 -0.26 -1.07 -0.1512
C -1.150 3.851 -0.109 0.90 0.01 -0.59 -0.0732
C 3.733 -2.891 1.513 7.37 4.20 2.05 -0.6034
C -2.616 3.867 -0.368 0.54 0.33 1.16 -0.3085
C 4.752 0.472 1.256 -0.07 -0.36 1.01 -0.1269
C -2.332 -2.818 0.185 -2.35 -8.40 -1.60 -0.6685
C 0.244 -2.487 -3.171 -2.63 -0.87 -0.03 -0.2457
C 1.784 2.965 2.949 2.55 -1.15 -7.50 -0.6636
C -0.966 -3.464 -3.460 2.51 1.06 0.15 -0.0360
C -2.316 0.298 -3.162 -1.80 0.48 -1.95 -0.0854
C -3.699 -0.310 -2.866 2.27 0.65 0.41 -0.2761
C -1.000 0.347 1.639 9.19 -2.44 0.51 -0.5989
H 0.746 1.291 3.268 0.38 -0.09 0.12 0.0803
H -2.791 4.433 -1.240 -0.64 0.71 -1.13 0.1044
H -1.645 0.454 -2.381 1.18 -0.37 1.54 0.0264
H 5.643 -0.076 1.603 -0.56 0.05 -0.42 0.0919
H 3.126 -1.063 2.240 0.00 -0.46 0.14 0.0625
H -0.632 -4.459 -3.258 -0.13 -0.68 0.45 0.0763
H 1.711 2.045 0.164 0.34 1.05 1.51 0.0261
H 1.029 2.430 4.661 -0.24 -0.78 -1.35 0.1521
H -0.138 -1.474 -3.246 0.17 0.27 -0.07 0.0789
H -0.933 3.022 0.527 0.30 -0.34 0.74 0.0365
H 2.270 -3.904 0.502 2.25 0.02 0.69 0.1425
H 2.501 4.674 2.714 0.83 1.15 -0.66 0.1025
H -3.131 4.299 0.483 -0.16 0.47 0.13 0.1161
H -1.902 -0.180 -4.039 0.53 -0.63 0.19 0.0745
H 3.080 1.054 2.060 -0.38 0.76 -0.26 0.0124
H -0.854 4.766 0.425 0.21 -0.22 -0.57 0.0942
H -2.483 1.286 -3.554 -0.25 0.87 -0.06 0.0663
H -1.316 -3.438 -4.477 0.13 0.37 -0.57 0.0772
H -2.897 0.726 2.140 0.57 -0.44 -0.25 0.1637
H 0.894 -2.692 -3.969 1.73 0.04 -0.63 0.0899
H -3.720 -2.597 1.704 1.45 0.11 -1.48 0.1438
H 4.275 0.025 0.391 0.39 -0.23 -0.32 0.0606
H 1.831 -2.229 1.886 0.63 0.40 -0.05 0.0995
H 4.967 1.494 1.122 0.84 1.25 -1.03 0.0646
H -1.920 -0.118 3.235 -0.13 -0.06 0.03 0.1525
H -0.788 -2.483 -0.944 0.98 -0.38 -0.57 0.0513
H -1.988 1.198 0.065 0.26 -0.37 0.19 0.0993
H -2.924 -1.766 -1.854 1.13 -0.16 1.42 0.0010
H -0.259 0.839 -0.095 -0.96 0.59 0.45 0.0942
H -1.721 -3.102 -2.854 -1.83 -0.26 1.19 0.0029
H 1.095 -0.058 -1.501 -0.40 -0.29 -1.15 0.0597
H 1.861 -0.172 -0.051 -0.14 -1.16 2.25 0.0378
H -4.020 2.626 -0.581 -1.00 -0.39 -0.23 0.0875
H -4.209 0.414 -2.188 -0.06 -1.15 0.39 0.1037
H -0.558 3.623 -1.035 -0.42 0.65 0.80 0.1040
H 1.561 4.658 4.181 0.67 -1.20 -1.39 0.1552
H -1.316 -1.058 -0.040 -0.15 -2.35 -0.87 0.1019
H -2.632 -1.267 1.587 -0.20 -2.10 -1.41 0.0527
H -4.202 -0.222 -3.792 -0.92 -0.35 -0.91 0.0943
H 3.938 -4.481 0.292 -0.51 0.60 0.84 0.1280
H 1.729 -2.525 -2.002 0.37 -0.03 0.58 0.0840
H 2.788 0.502 -1.214 -0.58 0.64 -0.59 0.1018
```
Positions in Å, forces in eV/Å.


The following is a quantum chemistry calculation of a 8-piece molecular cluster, C12H42O14P2 overall, from the Open Molecules 2025 dataset.

The HOMO energy comes out at -9.99 eV. The calculation puts the energy at -60370.0449 eV. The orbital gap is 0.372 hartree. Its SMILES is COP(=O)(OC)OC.COP(=O)(OC)OC.CO.CO.CO.CO.CO.CO. The energy relative to the best compared isomer or geometry (same formula, charge and spin) comes out at 0.00 kJ/mol.

XYZ file:
```
70
Properties=species:S:1:pos:R:3:forces:R:3:lowdin_charge:R:1
P 7.283 -9.216 13.108 0.08 -0.38 0.49 0.3454
P -1.551 -7.769 21.253 0.43 0.57 -0.07 0.3437
O 7.586 -9.812 14.549 -0.17 0.02 -0.60 -0.1973
O 3.396 -8.658 16.912 -0.10 0.25 -0.32 -0.1402
O -1.368 -9.147 21.711 0.03 0.02 0.04 -0.2245
O 0.390 -7.325 14.099 0.06 -0.30 0.29 -0.1256
O 2.957 -5.999 17.856 0.25 -0.22 0.09 -0.1408
O -1.770 -6.684 22.393 -0.08 -0.24 -0.18 -0.2140
O 6.194 -10.230 12.549 -0.03 0.06 0.19 -0.2095
O 8.474 -9.008 12.293 -0.04 0.11 0.08 -0.2118
O 6.395 -7.918 13.368 0.02 0.02 -0.27 -0.2440
O -2.773 -7.491 20.298 0.14 0.08 0.14 -0.1998
O -0.343 -7.154 20.411 -0.22 -0.40 0.10 -0.2015
O 3.896 -14.201 16.731 -0.13 0.35 -0.22 -0.1230
O 2.166 -6.965 11.872 0.10 -0.62 0.07 -0.1223
O 4.664 -10.164 18.926 0.00 -0.20 0.09 -0.1499
C 6.493 -10.096 15.436 0.48 -0.26 0.83 -0.0815
C 2.677 -9.129 15.780 -0.70 -0.69 0.43 -0.1200
C 0.623 -8.044 19.823 -0.01 0.07 -0.19 -0.0959
C 3.595 -10.197 19.867 0.05 0.48 -0.68 -0.1549
C 3.860 -12.947 17.420 0.34 -0.41 -0.11 -0.1557
C -1.094 -6.812 23.651 -0.05 0.35 0.10 -0.0839
C 7.023 -6.693 13.775 0.07 -0.12 0.53 -0.0779
C 0.844 -6.442 15.107 -0.07 0.41 -0.56 -0.1778
C 5.596 -9.946 11.290 -0.12 0.15 -0.71 -0.1006
C -4.093 -7.708 20.790 -0.65 0.05 -0.05 -0.0960
C 3.509 -7.308 12.246 -0.43 0.81 0.55 -0.1335
C 3.434 -6.008 19.208 -0.19 0.15 -0.06 -0.1085
H 3.712 -9.367 20.572 -0.09 -0.22 0.25 0.0692
H 3.575 -11.157 20.376 0.17 0.03 0.12 0.0785
H -4.557 -6.762 21.070 0.18 0.09 -0.08 0.0894
H 2.585 -6.119 19.881 0.07 0.19 0.17 0.0628
H -4.663 -8.147 19.975 -0.02 -0.06 0.05 0.0901
H 2.182 -6.182 11.318 0.01 0.06 0.03 0.0909
H 4.174 -7.203 11.394 0.23 -0.12 0.13 0.0830
H 5.693 -10.637 14.938 -0.14 0.28 -0.12 0.0813
H 3.543 -8.307 12.670 -0.23 -0.21 -0.40 0.0637
H 0.495 -5.423 14.892 0.14 0.01 0.08 0.0805
H 6.736 -6.524 14.815 -0.10 0.21 -0.14 0.0894
H -0.519 -5.901 23.821 0.05 -0.05 -0.11 0.0868
H 2.865 -8.572 14.865 0.29 0.04 -0.03 0.0566
H 1.553 -7.956 20.381 -0.06 -0.21 0.09 0.0684
H 4.511 -9.928 11.367 0.02 0.07 0.32 0.0792
H -1.854 -6.873 24.427 0.07 -0.20 0.02 0.0891
H 1.024 -7.315 13.364 -0.26 0.23 0.01 0.0319
H 2.635 -10.068 19.354 0.00 -0.06 0.07 0.0669
H 0.258 -9.069 19.822 0.11 -0.01 0.11 0.0839
H 2.794 -5.088 17.605 -0.10 -0.03 -0.09 0.0894
H 4.381 -9.627 18.169 -0.12 -0.03 0.12 0.0244
H 6.675 -5.892 13.130 -0.06 0.02 0.01 0.0863
H 3.796 -6.659 13.082 0.39 0.09 -0.28 0.0804
H 5.834 -10.708 10.548 0.31 -0.10 0.24 0.0938
H 3.975 -5.085 19.415 0.01 -0.04 0.16 0.0868
H 8.112 -6.735 13.749 -0.03 -0.19 -0.27 0.0891
H 2.907 -10.187 15.656 0.34 0.11 -0.19 0.0713
H 3.157 -13.092 18.236 0.09 0.20 0.13 0.0799
H 0.815 -7.729 18.795 -0.14 0.10 0.06 0.0814
H 4.108 -6.849 19.370 -0.01 -0.05 -0.27 0.0842
H 1.937 -6.431 15.155 0.00 0.05 0.19 0.0605
H 3.528 -12.106 16.803 -0.15 -0.16 -0.11 0.0571
H 4.410 -14.081 15.926 0.00 -0.08 0.05 0.0672
H 6.888 -10.743 16.222 0.08 -0.01 -0.17 0.0940
H -0.434 -7.676 23.674 -0.10 -0.09 0.02 0.0838
H 6.178 -9.186 15.946 -0.35 0.05 -0.33 0.0848
H -4.143 -8.363 21.661 0.28 -0.15 -0.08 0.0888
H 5.948 -8.985 10.912 -0.09 -0.01 -0.08 0.0830
H 1.596 -9.118 15.956 0.06 0.25 0.00 0.0867
H 3.096 -7.752 17.089 0.19 0.07 0.10 0.0400
H 4.855 -12.699 17.791 -0.12 0.09 0.26 0.0725
H 0.436 -6.712 16.081 0.01 -0.28 -0.06 0.0743
```
Positions in Å, forces in eV/Å.